1 | {
  "formula": "C3H2ClN3",
  "method": "ωB97M-V with the def2-TZVPD basis set",
  "species": ["Cl", "C", "C", "C", "N", "N", "N", "H", "H"],
  "positions_angstrom": [[-2.801, -0.453, -0.037], [-1.010, -0.420, 0.052], [-0.328, 0.731, 0.177], [1.042, 0.650, -0.077], [1.793, -0.522, -0.037], [0.980, -1.622, 0.043], [-0.303, -1.587, 0.017], [-1.028, 1.603, 0.132], [1.655, 1.620, -0.270]],
  "homo_energy_ha": -0.3663,
  "lumo_ev": -0.32,
  "smiles": "Clc1ccnnn1"
}

---

2 | {
  "formula": "C3H2ClN3",
  "method": "ωB97M-V with the def2-TZVPD basis set",
  "species": ["Cl", "C", "C", "N", "N", "C", "N", "H", "H"],
  "positions_angstrom": [[0.315, 0.335, -2.788], [0.091, 0.076, -1.001], [1.038, -0.578, -0.198], [0.833, -0.653, 1.068], [-0.132, 0.071, 1.704], [-1.062, 0.566, 0.921], [-1.007, 0.544, -0.443], [1.919, -1.224, -0.597], [-1.994, 0.863, 1.334]],
  "homo_energy_ha": -0.3695,
  "lumo_ev": -0.50,
  "smiles": "Clc1cnncn1"
}

---

Which structure is the most stable? The one labeled 2.

---

1 | {
  "formula": "C49H38ClI2N8O4RbS",
  "method": "ωB97M-V with the def2-TZVPD basis set",
  "species": ["Rb", "C", "O", "C", "C", "C", "C", "C", "C", "C", "N", "C", "C", "N", "C", "C", "C", "C", "N", "C", "C", "N", "C", "C", "C", "C", "H", "H", "H", "H", "H", "H", "H", "H", "H", "H", "H", "H", "H", "H", "C", "N", "C", "C", "C", "C", "C", "C", "C", "C", "H", "H", "H", "H", "H", "H", "H", "H", "H", "H", "H", "H", "I", "C", "C", "C", "I", "C", "C", "C", "C", "N", "C", "C", "O", "H", "H", "H", "H", "Cl", "C", "C", "C", "C", "C", "C", "C", "O", "O", "H", "H", "H", "H", "S", "C", "N", "C", "C", "C", "N", "H", "H", "H", "H"],
  "positions_angstrom": [[-0.266, 0.288, -0.251], [4.708, 6.302, 12.563], [3.461, 6.486, 11.929], [3.244, 5.810, 10.762], [4.125, 4.887, 10.217], [3.800, 4.255, 9.021], [2.612, 4.525, 8.360], [1.736, 5.458, 8.924], [2.044, 6.091, 10.107], [2.242, 3.883, 7.094], [1.173, 4.179, 6.395], [1.217, 3.352, 5.295], [2.330, 2.546, 5.341], [2.983, 2.896, 6.503], [2.662, 1.587, 4.331], [3.811, 0.784, 4.313], [4.006, -0.080, 3.265], [3.042, -0.134, 2.245], [1.955, 0.608, 2.253], [1.750, 1.463, 3.265], [0.539, 2.298, 3.216], [-0.291, 2.094, 2.186], [-1.358, 2.853, 2.059], [-1.676, 3.863, 2.984], [-0.856, 4.060, 4.065], [0.288, 3.261, 4.202], [4.716, 6.971, 13.419], [5.535, 6.560, 11.895], [4.833, 5.272, 12.909], [5.062, 4.651, 10.701], [4.511, 3.546, 8.614], [0.811, 5.670, 8.405], [1.371, 6.815, 10.544], [3.841, 2.504, 6.844], [4.536, 0.845, 5.118], [4.879, -0.716, 3.213], [3.133, -0.822, 1.411], [-1.974, 2.683, 1.183], [-2.557, 4.471, 2.825], [-1.065, 4.815, 4.812], [-1.445, -1.577, -3.319], [-1.329, -2.145, -1.992], [-0.477, -3.314, -1.999], [-2.639, -2.461, -1.416], [-3.534, -1.256, -1.205], [-4.545, -1.005, -2.133], [-5.376, 0.099, -1.991], [-5.194, 0.930, -0.894], [-4.193, 0.642, 0.033], [-3.306, -0.445, -0.073], [-1.954, -2.265, -4.023], [-0.449, -1.358, -3.709], [-2.008, -0.645, -3.278], [-0.919, -4.145, -2.585], [-0.306, -3.657, -0.978], [0.493, -3.066, -2.432], [-2.454, -2.917, -0.441], [-3.148, -3.211, -2.058], [-4.688, -1.672, -2.983], [-6.150, 0.304, -2.723], [-5.829, 1.805, -0.774], [-4.115, 1.312, 0.892], [3.683, -4.836, 0.511], [3.889, -3.328, -0.924], [4.899, -3.423, -1.874], [5.075, -2.437, -2.812], [6.638, -2.664, -4.198], [4.233, -1.296, -2.827], [4.345, -0.225, -3.740], [3.480, 0.830, -3.670], [2.492, 0.835, -2.671], [2.369, -0.139, -1.802], [3.198, -1.200, -1.858], [2.972, -2.245, -0.832], [2.072, -2.153, 0.021], [5.553, -4.285, -1.868], [5.124, -0.251, -4.491], [3.543, 1.650, -4.374], [1.769, 1.642, -2.596], [-3.730, 5.466, -7.072], [-3.013, 4.765, -5.628], [-2.929, 5.531, -4.479], [-2.368, 4.965, -3.342], [-1.886, 3.663, -3.353], [-1.982, 2.921, -4.524], [-2.550, 3.462, -5.668], [-1.260, 3.050, -2.094], [-1.381, 3.701, -1.039], [-0.675, 1.957, -2.267], [-3.301, 6.547, -4.478], [-2.297, 5.524, -2.417], [-1.600, 1.908, -4.511], [-2.635, 2.884, -6.579], [-1.999, -3.184, 3.171], [-2.009, -1.729, 3.927], [-0.804, -1.102, 4.225], [-0.706, 0.041, 4.930], [-1.833, 0.667, 5.347], [-3.052, 0.063, 4.943], [-3.152, -1.053, 4.287], [0.016, -1.559, 3.849], [0.292, 0.411, 5.121], [-1.796, 1.593, 5.898], [-3.993, 0.554, 5.183]],
  "charge": -2,
  "homo_energy_ha": -0.0347,
  "lumo_ev": 2.53
}

---

2 | {
  "formula": "C49H38ClI2N8O4RbS",
  "method": "ωB97M-V with the def2-TZVPD basis set",
  "species": ["Rb", "C", "O", "C", "C", "C", "C", "C", "C", "C", "N", "C", "C", "N", "C", "C", "C", "C", "N", "C", "C", "N", "C", "C", "C", "C", "H", "H", "H", "H", "H", "H", "H", "H", "H", "H", "H", "H", "H", "H", "C", "N", "C", "C", "C", "C", "C", "C", "C", "C", "H", "H", "H", "H", "H", "H", "H", "H", "H", "H", "H", "H", "I", "C", "C", "C", "I", "C", "C", "C", "C", "N", "C", "C", "O", "H", "H", "H", "H", "Cl", "C", "C", "C", "C", "C", "C", "C", "O", "O", "H", "H", "H", "H", "S", "C", "N", "C", "C", "C", "N", "H", "H", "H", "H"],
  "positions_angstrom": [[-0.010, -0.648, 0.231], [-6.423, 9.872, -8.970], [-6.224, 10.034, -7.580], [-5.488, 9.077, -6.940], [-5.160, 9.340, -5.611], [-4.435, 8.422, -4.882], [-4.011, 7.220, -5.457], [-4.342, 6.975, -6.777], [-5.079, 7.889, -7.527], [-3.244, 6.264, -4.641], [-2.815, 6.493, -3.427], [-2.183, 5.330, -3.041], [-2.227, 4.401, -4.047], [-2.910, 5.012, -5.072], [-1.678, 3.081, -3.942], [-1.741, 2.100, -4.938], [-1.236, 0.852, -4.676], [-0.678, 0.610, -3.414], [-0.601, 1.520, -2.468], [-1.086, 2.746, -2.713], [-1.043, 3.724, -1.614], [-0.507, 3.300, -0.465], [-0.468, 4.125, 0.560], [-0.966, 5.439, 0.492], [-1.524, 5.884, -0.679], [-1.575, 5.011, -1.775], [-6.900, 10.784, -9.321], [-7.076, 9.022, -9.185], [-5.474, 9.736, -9.494], [-5.490, 10.272, -5.170], [-4.175, 8.610, -3.848], [-4.026, 6.058, -7.262], [-5.325, 7.658, -8.552], [-3.176, 4.592, -5.943], [-2.203, 2.320, -5.895], [-1.296, 0.054, -5.405], [-0.314, -0.381, -3.162], [-0.033, 3.712, 1.468], [-0.914, 6.075, 1.367], [-1.938, 6.880, -0.782], [-3.280, -0.959, 2.100], [-1.977, -0.527, 2.563], [-1.454, -1.446, 3.557], [-2.047, 0.834, 3.092], [-0.713, 1.426, 3.510], [-0.570, 1.852, 4.834], [0.611, 2.456, 5.255], [1.643, 2.610, 4.337], [1.478, 2.156, 3.025], [0.302, 1.549, 2.535], [-4.013, -1.026, 2.929], [-3.210, -1.934, 1.615], [-3.667, -0.254, 1.362], [-2.085, -1.456, 4.468], [-0.437, -1.168, 3.828], [-1.429, -2.457, 3.142], [-2.753, 0.859, 3.950], [-2.477, 1.457, 2.299], [-1.382, 1.714, 5.551], [0.727, 2.784, 6.284], [2.581, 3.064, 4.656], [2.330, 2.287, 2.352], [3.374, -1.139, 5.344], [3.760, -2.182, 3.576], [4.960, -2.857, 3.418], [5.231, -3.563, 2.263], [7.084, -4.552, 2.127], [4.288, -3.620, 1.209], [4.464, -4.333, 0.001], [3.485, -4.326, -0.952], [2.308, -3.599, -0.709], [2.108, -2.925, 0.398], [3.057, -2.916, 1.359], [2.722, -2.145, 2.587], [1.646, -1.553, 2.718], [5.692, -2.826, 4.214], [5.383, -4.885, -0.157], [3.606, -4.864, -1.886], [1.525, -3.558, -1.459], [-6.082, 3.551, -3.485], [-5.341, 2.072, -2.885], [-4.351, 2.158, -1.923], [-3.722, 0.992, -1.497], [-4.108, -0.249, -1.991], [-5.139, -0.304, -2.924], [-5.749, 0.851, -3.395], [-3.415, -1.546, -1.553], [-4.090, -2.583, -1.687], [-2.234, -1.422, -1.143], [-4.068, 3.124, -1.526], [-2.909, 1.042, -0.780], [-5.447, -1.281, -3.276], [-6.532, 0.811, -4.141], [2.804, -0.741, -3.230], [2.246, -1.803, -4.353], [2.484, -1.562, -5.707], [2.070, -2.361, -6.702], [1.356, -3.473, -6.415], [1.097, -3.697, -5.036], [1.506, -2.936, -4.072], [3.010, -0.720, -5.890], [2.331, -2.058, -7.707], [0.999, -4.135, -7.188], [0.508, -4.560, -4.733]],
  "charge": -2,
  "homo_energy_ha": -0.0318,
  "lumo_ev": 2.76
}

---

Which structure is the most stable? The one labeled 1.

---

1 | {
  "formula": "C5H6N4",
  "method": "ωB97M-V with the def2-TZVPD basis set",
  "species": ["C", "C", "C", "C", "C", "N", "N", "N", "N", "H", "H", "H", "H", "H", "H"],
  "positions_angstrom": [[0.297, -2.005, 2.230], [-0.301, -0.659, -1.926], [0.122, 0.548, -2.495], [-0.301, -0.322, -0.601], [0.243, 1.618, 0.859], [1.449, -2.167, 2.378], [0.340, 1.477, -1.566], [0.068, 0.928, -0.385], [-0.898, -1.653, 2.079], [-0.555, -1.585, -2.392], [0.275, 0.774, -3.532], [1.232, 1.408, 1.271], [0.144, 2.687, 0.677], [-0.512, 1.281, 1.568], [-1.604, -2.329, 1.834]],
  "homo_energy_ha": [-0.3300, -0.3300],
  "lumo_ev": [-3.70, -3.70]
}

---

2 | {
  "formula": "C5H6N4",
  "method": "ωB97M-V with the def2-TZVPD basis set",
  "species": ["C", "C", "C", "C", "C", "H", "H", "H", "H", "H", "H", "N", "N", "N", "N"],
  "positions_angstrom": [[-0.801, 2.371, 0.636], [0.125, 1.132, 0.276], [0.755, -1.000, -0.325], [0.262, -2.264, -0.681], [-0.412, -0.213, -0.114], [0.092, 3.070, 1.350], [-1.774, 2.042, 1.633], [-0.928, 2.967, -0.144], [2.791, -0.395, 0.133], [1.008, -2.966, -1.067], [-1.600, -2.756, -1.133], [1.265, 1.096, 0.511], [1.835, -0.160, 0.187], [-1.026, -2.125, -0.745], [-1.591, -0.800, -0.517]],
  "homo_energy_ha": -0.3050,
  "lumo_ev": 0.91
}

---

3 | {
  "formula": "C5H6N4",
  "method": "ωB97M-V with the def2-TZVPD basis set",
  "species": ["N", "C", "C", "N", "C", "C", "C", "N", "N", "H", "H", "H", "H", "H", "H"],
  "positions_angstrom": [[3.463, -0.280, 0.097], [2.312, -0.245, 0.031], [0.876, -0.148, -0.031], [0.095, -1.151, 0.050], [-1.254, -0.966, -0.459], [-2.267, -0.688, 0.589], [-1.771, 0.414, -0.370], [-0.871, 1.499, 0.074], [0.456, 1.187, -0.026], [-1.456, -1.643, -1.318], [-1.989, -0.581, 1.636], [-3.313, -0.899, 0.416], [-2.500, 0.667, -1.144], [-1.058, 1.630, 1.049], [0.929, 1.851, -0.569]],
  "homo_energy_ha": -0.3571,
  "lumo_ev": 0.45,
  "smiles": "N#CC1=N[C@H]2C[C@H]2NN1"
}

---

4 | {
  "formula": "C5H6N4",
  "method": "ωB97M-V with the def2-TZVPD basis set",
  "species": ["C", "C", "N", "N", "C", "C", "N", "N", "C", "H", "H", "H", "H", "H", "H"],
  "positions_angstrom": [[2.266, -1.051, 0.051], [1.203, -0.045, 0.057], [1.415, 1.276, -0.019], [0.158, 1.881, 0.103], [-0.851, 0.927, 0.099], [-2.196, 0.649, 0.045], [-2.200, -0.720, 0.047], [-1.027, -1.347, 0.006], [-0.193, -0.318, 0.072], [3.201, -0.556, -0.203], [2.308, -1.628, 0.966], [2.026, -1.774, -0.731], [0.039, 2.762, -0.323], [-3.124, 1.209, -0.004], [-3.024, -1.264, -0.165]],
  "homo_energy_ha": -0.3055,
  "lumo_ev": 0.94,
  "smiles": "Cc1n[nH]c2c[nH]nc12"
}

---

Which structure is the most stable? The one labeled 4.